1.
The following is a quantum chemistry calculation of a 2-piece molecular cluster, C2HClNO2 overall in a non-equilibrium geometry, from the Open Molecules 2025 dataset.

Last column: Mulliken charge in e.
Element x y z (Å)
C  1.28112  1.58336  -1.92400  -0.293
C  -0.67287  -1.15867  0.51453  0.570
N  0.77042  1.19600  -0.93541  0.068
O  -1.80029  -1.09891  0.16443  -0.514
O  0.33062  -1.75487  0.47734  -0.465
Cl  -0.39054  0.51885  1.78015  -0.595
H  0.48155  0.71425  -0.07705  0.230

Atoms 1-3, force components in eV/Å:
C -1.0 -0.5 1.7
C -1.7 -0.4 -0.2
N 1.3 0.4 -2.1

Output
LUMO energy: 4.03 eV
highest occupied orbital energy: -5.7 eV
total charge: -1
energy relative to the best compared isomer or geometry (same formula, charge and spin): 11.2 kcal per mole
total energy: -20199.6545 eV
spin multiplicity: 1



2.
The following is a quantum chemistry calculation of C17H30NO2P2SW as an isolated structure in a non-equilibrium geometry, from the Open Molecules 2025 dataset.

Last column: Mulliken charge in e.
Element x y z (Å)
C  -2.20340  -1.85276  -3.23046  -1.025
C  -1.28869  -1.64367  -2.17295  1.159
N  -1.53519  -0.55159  -1.35077  -0.203
C  -2.78358  -0.05969  -1.24332  0.693
C  -3.78796  -0.45848  -2.10177  -0.834
C  -3.45867  -1.28379  -3.16344  -0.430
C  -0.23132  -2.46473  -1.74816  -1.219
P  0.77726  -2.21867  -0.40941  1.060
W  -0.11844  -0.13272  0.22059  -0.073
P  -1.58983  1.80111  0.52431  0.709
C  -3.06384  0.88838  -0.11167  -1.132
O  2.06989  -1.41302  -6.03489  -0.618
O  4.27419  1.77005  -2.78521  -0.625
H  -1.87704  -2.52523  -4.01994  0.437
H  -4.76664  -0.01214  -1.95372  0.460
H  -4.20612  -1.54174  -3.89330  0.436
C  0.42155  -3.71106  0.61759  -1.369
C  2.60773  -2.36959  -0.75460  -0.924
H  -3.72450  1.70899  -0.41138  0.550
H  -3.49904  0.39315  0.76917  0.413
H  1.80515  -1.89081  -5.25448  0.309
H  0.11011  -3.18657  -2.48896  0.365
C  -1.84277  2.23838  2.23304  -1.193
C  -1.43315  3.28771  -0.48186  -1.224
H  0.73526  0.79504  -0.93842  -0.028
H  3.79183  0.91408  -2.58284  0.296
H  3.80168  2.15586  -3.57793  0.325
H  1.63659  -0.52523  -5.96747  0.312
H  -0.88679  -0.36637  1.66177  -0.102
H  -0.06183  1.30951  -0.73912  -0.012
H  0.74934  -4.60413  0.06394  0.428
H  0.88446  -3.68805  1.61213  0.387
H  -0.67122  -3.74128  0.70670  0.353
H  2.86745  -3.27756  -1.33271  0.422
H  2.97027  -1.48289  -1.30178  0.092
H  3.19245  -2.41066  0.18232  0.365
H  -2.35627  3.83788  -0.25191  0.462
H  -0.52253  3.82990  -0.17472  0.386
H  -1.36566  3.02010  -1.54884  0.425
H  -2.73119  2.87860  2.21934  0.534
H  -2.00083  1.33955  2.84002  0.349
H  -0.95436  2.75575  2.61222  0.307
S  1.70023  0.67904  1.42633  -0.199
C  1.18919  0.85163  3.11263  0.575
C  1.39435  2.09473  3.74162  -0.688
C  0.81035  2.33760  4.98310  -0.376
C  0.07296  1.33350  5.61636  -0.448
C  -0.03701  0.06608  5.03765  -0.534
C  0.55731  -0.18988  3.79935  -0.316
H  1.98495  2.85366  3.22067  0.387
H  0.92939  3.31082  5.45473  0.388
H  -0.39773  1.52953  6.58850  0.393
H  -0.57725  -0.72811  5.55841  0.404
H  0.50077  -1.18046  3.33509  0.391

Atoms 1-3, force components in eV/Å:
C -0.3 -0.1 -0.4
C 1.0 0.2 1.5
N -0.1 -0.1 1.2

Output
⟨S²⟩: 2.05
LUMO energy (alpha / beta): -4.91 / -4.95 eV
highest occupied orbital energy (alpha / beta): -10.2 / -10.1 eV
total charge: +1
energy relative to the best compared isomer or geometry (same formula, charge and spin): 28.6 kcal per mole
total energy: -54929.7781 eV
spin multiplicity: 3



3.
The following is a quantum chemistry calculation of C23H19BrF4MgN4O2 as an isolated structure, from the Open Molecules 2025 dataset.

Last column: Mulliken charge in e.
Element x y z (Å)
Mg  -0.01184  0.28201  0.00764  1.183
C  -2.70726  -1.21837  0.83405  -1.370
N  -2.29034  -0.21141  -0.14538  0.454
C  -3.14706  0.97107  -0.00039  -1.154
C  -2.42452  -0.74860  -1.52104  -0.832
C  -1.15927  -1.46588  -1.97329  -0.706
N  -0.05508  -0.54418  -1.80456  0.283
C  0.87450  -0.29954  -2.74068  0.285
C  1.81452  0.70880  -2.43004  0.336
F  1.64689  1.32166  -1.20902  -0.254
C  2.84134  1.10156  -3.24656  0.012
F  3.66388  2.07871  -2.83539  -0.309
C  3.03402  0.50119  -4.47819  -0.639
C  2.14491  -0.50197  -4.81410  0.248
F  2.28619  -1.13228  -5.99069  -0.319
C  1.11083  -0.90429  -3.99196  0.096
F  0.32379  -1.92007  -4.41826  -0.346
H  -3.78840  -1.40007  0.78394  0.406
H  -2.45814  -0.88767  1.84398  0.299
H  -2.20167  -2.16241  0.63574  0.365
H  -4.19004  0.72058  -0.23237  0.391
H  -2.80634  1.75845  -0.66869  0.394
H  -3.08580  1.35137  1.01654  0.179
H  -2.57225  0.10155  -2.18792  0.424
H  -3.31015  -1.39357  -1.59288  0.339
H  -1.30237  -1.82085  -2.99128  0.491
H  -1.00689  -2.36336  -1.35139  0.150
H  3.83260  0.79805  -5.13944  0.500
N  4.46219  -5.70058  1.59374  -0.444
C  3.74682  -4.82739  1.38593  -0.176
C  2.84605  -3.73347  1.12515  0.731
C  1.49775  -3.84605  1.43428  -0.833
C  0.67421  -2.76839  1.16143  -0.207
N  1.10828  -1.63203  0.61811  -0.080
C  2.40986  -1.53141  0.34013  -0.225
C  3.31424  -2.55069  0.56814  -0.910
H  1.10081  -4.74761  1.87742  0.487
H  -0.37936  -2.82362  1.39916  0.332
H  2.74491  -0.59004  -0.07726  0.517
H  4.35826  -2.42552  0.32105  0.483
Br  -0.59180  4.97331  7.02347  -0.192
C  -0.36153  3.99135  5.42026  0.126
C  -1.47228  3.46368  4.78349  -0.668
C  -1.29710  2.76048  3.60165  -0.207
C  -0.02570  2.56710  3.07981  0.174
C  1.07782  3.09170  3.73939  -0.278
C  0.91396  3.81846  4.90829  -0.564
C  0.15184  1.78273  1.81953  1.004
O  0.99569  0.84861  1.77497  -0.779
O  -0.58254  2.03864  0.82082  -0.764
H  -2.45871  3.60692  5.20140  0.440
H  -2.15929  2.36571  3.07948  0.288
H  2.06909  2.92805  3.33748  0.427
H  1.76702  4.23936  5.42135  0.414

Atoms 1-3, force components in eV/Å:
Mg 0.1 -0.1 0.0
C 0.0 0.0 0.0
N 0.1 -0.2 0.0

Output
LUMO energy: -0.74 eV
highest occupied orbital energy: -7.4 eV
total charge: 0
energy relative to the best compared isomer or geometry (same formula, charge and spin): 0.0 kcal per mole
total energy: -120574.7507 eV
spin multiplicity: 1



4.
The following is a quantum chemistry calculation of C37H28N6O4RuS2 as an isolated structure in a non-equilibrium geometry, from the Open Molecules 2025 dataset.

Last column: Mulliken charge in e.
Element x y z (Å)
Ru  -0.53452  -0.08142  0.38796  0.145
O  0.46168  -4.57946  -0.18169  -0.631
C  1.18212  -4.47300  -1.30735  0.695
C  1.80370  -5.63938  -1.76124  -0.708
C  2.51876  -5.64651  -2.94324  -0.355
C  2.62564  -4.49225  -3.71466  -0.814
C  2.02983  -3.33012  -3.25908  -0.581
C  1.33384  -3.29695  -2.05335  0.243
C  0.73362  -2.01861  -1.61043  0.361
O  1.28508  -1.41141  -0.46310  -0.298
N  -0.20112  -1.46226  -2.23378  -0.726
N  -0.79895  -0.33345  -1.63778  0.746
C  -1.62080  0.26348  -2.42229  -0.482
C  -2.38856  1.41743  -2.06463  0.631
C  -3.03912  2.09059  -3.12246  -0.712
C  -3.71114  3.26706  -2.93859  -0.673
C  -3.74563  3.81448  -1.63438  -0.385
C  -3.16731  3.17736  -0.57719  -0.614
C  -2.49182  1.91665  -0.71982  0.592
O  -2.07463  1.33147  0.32853  -0.806
H  -0.09034  -3.78430  0.04466  0.122
H  1.68063  -6.53798  -1.16885  0.448
H  2.98841  -6.56499  -3.27513  0.384
H  3.16991  -4.49764  -4.65026  0.388
H  2.09756  -2.41300  -3.83276  0.467
H  -1.70475  -0.12539  -3.43656  0.290
H  -2.98542  1.65018  -4.11445  0.303
H  -4.19184  3.76906  -3.76755  0.381
H  -4.23813  4.76788  -1.47029  0.356
H  -3.20462  3.59378  0.42182  0.437
N  -0.64753  -3.43346  3.28685  -0.517
C  -0.52582  -2.27298  2.52763  0.293
S  -1.39170  -2.24629  0.99335  -0.538
N  0.19794  -1.33189  3.02551  -0.676
N  0.24866  -0.18352  2.24649  0.406
C  1.14957  0.76288  2.58306  -0.460
C  2.00737  0.68918  3.78724  -0.118
C  3.37395  0.97592  3.69683  -0.118
C  4.21858  0.84991  4.79280  -0.936
C  3.71909  0.42552  6.01638  -0.413
C  2.36092  0.14699  6.12783  -0.748
C  1.51735  0.27953  5.03374  0.167
C  1.28641  1.80700  1.62350  1.212
C  1.88706  3.06538  1.88516  -1.058
C  1.92698  4.02994  0.91722  -0.451
C  1.35694  3.77824  -0.34676  -1.134
C  0.75596  2.56110  -0.54068  -0.244
N  0.71807  1.58786  0.38569  0.428
H  -0.84913  -4.25889  2.74681  0.287
H  0.08941  -3.54590  3.96618  0.219
H  3.78521  1.26744  2.73794  0.514
H  5.27535  1.06409  4.68193  0.358
H  4.37789  0.30702  6.86905  0.413
H  1.95314  -0.18343  7.07674  0.389
H  0.46570  0.05271  5.13291  0.389
H  2.27732  3.26069  2.87483  0.498
H  2.37409  4.99365  1.13243  0.385
H  1.36144  4.51777  -1.13631  0.420
H  0.27673  2.32212  -1.48267  0.427
C  2.90768  -6.64215  6.05649  -0.909
C  4.00212  -5.77346  6.61855  0.684
O  3.92747  -5.19564  7.65803  -0.511
S  5.51402  -5.63561  5.56182  -0.161
C  4.72872  -4.70872  4.25540  -0.238
C  4.07658  -3.50705  4.51846  -0.651
C  3.44974  -2.81694  3.49209  0.497
C  3.49109  -3.30723  2.18462  -0.078
C  4.17256  -4.49438  1.92348  -0.740
C  4.77586  -5.19916  2.95478  -0.511
C  2.79356  -2.60974  1.13380  -0.166
C  2.10577  -2.06203  0.32750  0.250
H  2.11181  -6.76582  6.78795  0.328
H  3.31702  -7.60584  5.75566  0.306
H  2.51393  -6.15996  5.15854  0.227
H  4.05009  -3.11059  5.52664  0.552
H  2.91776  -1.89675  3.69741  0.564
H  4.20457  -4.87336  0.90948  0.524
H  5.28424  -6.13392  2.75384  0.434

Atoms 1-3, force components in eV/Å:
Ru 0.9 0.0 -0.6
O -0.1 0.0 0.0
C -0.1 0.0 0.0

Output
⟨S²⟩: 0.82
LUMO energy (alpha / beta): 2.21 / 2.21 eV
highest occupied orbital energy (alpha / beta): -2.5 / -4.0 eV
total charge: -1
energy relative to the best compared isomer or geometry (same formula, charge and spin): 69.2 kcal per mole
total energy: -80206.2745 eV
spin multiplicity: 2